Molecular formula: C5H21NO6
Method: DFT, the ωB97M-V functional and the def2-TZVPD basis

Geometry as XYZ:
```
33
Properties=species:S:1:pos:R:3
C -0.77 -0.39 2.22
C -1.07 -1.87 2.33
C -0.62 0.09 0.83
N -0.54 1.42 0.52
C -0.02 2.38 1.51
C -1.16 1.73 -0.81
O -0.86 -0.69 -0.12
H -1.48 0.03 2.90
H 0.01 0.05 2.89
H -0.95 -2.11 3.51
H -0.32 -2.51 1.86
H -1.97 -2.12 1.80
H -0.19 3.37 1.01
H 1.05 2.43 1.55
H -0.70 2.41 2.41
H -2.29 1.57 -0.76
H -0.72 0.81 -1.45
H -0.93 2.73 -1.22
H 1.43 -1.17 -2.50
H 2.33 -0.50 -3.57
O 1.92 -0.45 -2.71
H -2.12 -0.97 -1.79
H -1.71 -2.21 -2.48
O -2.49 -1.77 -2.16
H -0.11 -3.15 -1.77
H 0.03 -1.88 -0.86
O 0.50 -2.40 -1.62
H 1.84 -0.59 1.38
H 2.64 0.66 1.71
O 2.61 -0.30 1.71
H 1.64 1.41 -2.32
H 2.89 1.76 -1.80
O 2.14 2.25 -2.21
```

* Kohn-Sham gap: 10.24 eV
* structure (SMILES): CCC(=O)N(C)C.O.O.O.O.O
* relative energy (zero: lowest compared OMol25 entry of this formula, charge and spin): 222.6 kJ/mol
* LUMO level: 0.0138 hartree
* E_HOMO: -9.87 eV


Molecular formula: C6H13N2O
Method: DFT, the ωB97M-V functional and the def2-TZVPD basis

Geometry as XYZ:
```
22
Properties=species:S:1:pos:R:3
C 0.50 1.03 -0.05
C 1.05 -1.24 -0.18
C -0.45 -1.12 -0.42
C 2.85 0.47 -0.06
C -1.78 1.08 -0.91
C -1.50 0.44 1.27
N 1.41 0.13 0.03
N -0.85 0.25 -0.04
O 0.46 2.22 0.00
H 1.20 -1.70 0.83
H 1.78 -1.56 -0.87
H -0.45 -1.29 -1.44
H -1.18 -1.74 -0.03
H 3.55 -0.40 0.16
H 3.16 0.77 -1.08
H 3.18 1.21 0.56
H -2.86 1.19 -0.53
H -1.40 2.04 -0.98
H -1.79 0.76 -2.03
H -2.18 -0.29 1.31
H -0.72 0.49 2.17
H -1.98 1.37 1.36
```

* Kohn-Sham gap: 11.65 eV
* structure (SMILES): CN1CC[N+](C)(C)C1=O
* total charge: +1
* relative energy (zero: lowest compared OMol25 entry of this formula, charge and spin): 245.1 kJ/mol
* LUMO level: -0.1009 hartree
* E_HOMO: -14.39 eV


Molecular formula: C8H15Cl2InN5
Method: DFT, the ωB97M-V functional and the def2-TZVPD basis

Geometry as XYZ:
```
31
Properties=species:S:1:pos:R:3
In -3.13 -0.85 2.23
Cl -3.10 -2.40 0.43
Cl -1.17 -0.73 3.67
C 0.84 1.52 0.47
H -0.11 1.96 0.82
H 1.68 2.18 0.74
C 0.66 -0.69 -0.89
C 0.79 0.95 -0.89
H 1.56 -1.06 -1.42
C -0.16 1.64 -1.82
H 1.83 1.00 -1.24
C -1.53 0.97 -1.85
H -0.23 2.70 -1.54
H 0.26 1.57 -2.82
C -1.37 -0.45 -2.37
H -2.01 1.01 -0.87
H -2.15 1.53 -2.56
C -0.54 -1.39 -1.52
H -2.34 -0.91 -2.54
H -0.90 -0.41 -3.36
H -1.18 -1.86 -0.75
H -0.14 -2.19 -2.17
N 1.67 1.00 3.28
N 1.63 -0.05 2.35
N 1.64 -1.41 2.56
C 1.21 -1.90 1.39
N 0.85 -0.91 0.54
N 0.89 0.22 1.27
H 0.86 0.94 3.89
H 2.53 0.99 3.82
H 1.18 -2.95 1.13
```

* Kohn-Sham gap: 4.93 eV
* total charge: -1
* relative energy (zero: lowest compared OMol25 entry of this formula, charge and spin): 112.2 kJ/mol
* LUMO level: 0.1122 hartree
* E_HOMO: -1.87 eV


Molecular formula: C45H100As2F12N5
Method: DFT, the ωB97M-V functional and the def2-TZVPD basis

Geometry as XYZ:
```
164
Properties=species:S:1:pos:R:3
C -1.88 26.38 6.38
C -0.95 25.78 7.49
C 0.53 26.39 7.56
C 1.28 25.99 6.29
N 2.81 25.97 6.38
C 3.43 25.53 5.02
C 4.80 24.79 5.32
C 4.81 24.67 6.86
C 3.32 24.90 7.27
C 3.37 27.35 6.82
H -2.62 25.64 6.10
H -1.24 26.68 5.56
H -2.32 27.36 6.57
H -0.75 24.72 7.35
H -1.51 25.78 8.42
H 0.98 25.96 8.45
H 0.54 27.46 7.73
H 1.06 26.77 5.56
H 0.90 25.04 5.90
H 3.48 26.34 4.30
H 2.72 24.80 4.61
H 5.63 25.46 5.06
H 4.89 23.87 4.74
H 5.34 25.47 7.38
H 5.05 23.66 7.18
H 3.32 25.12 8.34
H 2.74 23.99 7.12
H 3.32 28.00 5.95
H 4.42 27.24 7.11
H 2.82 27.82 7.64
C 4.66 22.39 -0.77
C 4.43 23.96 -0.92
C 3.42 24.57 0.12
C 2.06 23.84 -0.02
N 0.92 24.43 0.93
C 1.33 24.29 2.41
C -0.02 24.31 3.17
C -1.08 23.72 2.22
C -0.33 23.54 0.92
C 0.54 25.87 0.55
H 5.18 22.14 0.16
H 5.25 21.93 -1.57
H 3.73 21.85 -0.95
H 4.14 24.07 -1.96
H 5.38 24.49 -0.85
H 3.42 25.61 -0.20
H 3.82 24.58 1.14
H 2.23 22.78 0.16
H 1.66 23.77 -1.04
H 1.90 25.18 2.66
H 1.90 23.37 2.54
H -0.29 25.34 3.42
H 0.10 23.84 4.14
H -1.95 24.38 2.20
H -1.43 22.80 2.68
H -0.94 23.86 0.08
H -0.04 22.50 0.77
H 1.35 26.53 0.88
H -0.41 26.17 0.99
H 0.44 25.87 -0.53
C -2.18 19.38 6.79
C -0.74 19.39 7.32
C 0.17 18.54 6.38
C 0.54 19.44 5.11
N 1.24 18.71 3.95
C 1.20 19.45 2.61
C 1.39 18.44 1.52
C 0.87 17.14 2.15
C 0.49 17.38 3.58
C 2.69 18.50 4.41
H -2.26 19.67 5.74
H -2.72 20.21 7.25
H -2.66 18.48 7.17
H -0.74 19.01 8.34
H -0.25 20.35 7.31
H -0.51 17.75 6.07
H 1.02 18.14 6.94
H 1.12 20.35 5.31
H -0.39 19.89 4.76
H 1.96 20.23 2.64
H 0.24 19.96 2.48
H 2.42 18.49 1.18
H 0.80 18.71 0.64
H 1.63 16.37 2.08
H 0.04 16.69 1.59
H 0.95 16.67 4.27
H -0.56 17.51 3.85
H 3.05 17.70 3.77
H 2.72 18.17 5.45
H 3.28 19.42 4.44
C -0.53 23.15 5.92
C -1.68 22.89 6.87
C -3.03 23.44 6.36
C -3.48 22.59 5.11
N -4.26 23.41 3.96
C -5.60 24.11 4.51
C -6.40 24.32 3.21
C -6.30 22.97 2.49
C -5.00 22.41 2.99
C -3.31 24.43 3.25
H -0.28 24.19 5.69
H -0.70 22.69 4.95
H 0.34 22.76 6.43
H -1.37 23.37 7.80
H -1.80 21.82 7.03
H -2.89 24.47 6.04
H -3.80 23.24 7.10
H -4.06 21.70 5.31
H -2.73 22.28 4.37
H -5.30 25.02 5.03
H -6.01 23.48 5.29
H -6.13 25.19 2.62
H -7.44 24.54 3.49
H -6.46 23.08 1.42
H -6.98 22.28 3.01
H -4.30 22.16 2.20
H -5.28 21.57 3.63
H -2.39 23.88 3.06
H -3.13 25.16 4.04
H -3.74 24.91 2.36
C 1.51 25.13 10.25
C 2.54 23.98 10.45
C 2.20 22.76 9.64
C 3.36 21.73 9.63
N 3.22 20.39 8.76
C 4.49 19.52 8.79
C 4.38 18.62 7.47
C 3.53 19.43 6.48
C 3.03 20.62 7.20
C 2.00 19.67 9.30
H 1.35 25.46 9.23
H 1.89 26.03 10.75
H 0.55 24.84 10.68
H 2.56 23.55 11.45
H 3.51 24.41 10.23
H 2.13 23.18 8.64
H 1.26 22.33 9.98
H 3.61 21.38 10.63
H 4.27 22.19 9.24
H 4.61 19.03 9.76
H 5.37 20.16 8.85
H 3.89 17.68 7.73
H 5.30 18.65 6.89
H 2.69 18.89 6.04
H 4.09 19.66 5.57
H 2.08 21.10 6.96
H 3.78 21.39 7.01
H 1.15 20.33 9.14
H 2.14 19.37 10.33
H 1.95 18.80 8.64
As -1.87 20.57 2.74
F -1.29 18.91 3.26
F -2.99 20.59 4.09
F -2.72 22.11 2.23
F -0.69 20.59 1.31
F -3.04 19.69 1.76
F -0.63 21.48 3.71
As 2.04 22.34 4.89
F 0.87 21.59 6.03
F 0.97 21.82 3.59
F 3.21 23.02 3.66
F 3.13 22.90 6.21
F 2.92 20.81 4.84
F 1.12 23.85 5.08
```

* Kohn-Sham gap: 8.97 eV
* total charge: +3
* relative energy (zero: lowest compared OMol25 entry of this formula, charge and spin): 2672.8 kJ/mol
* LUMO level: -0.2785 hartree
* E_HOMO: -16.55 eV


Molecular formula: C3H7NOS2
Method: DFT, the ωB97M-V functional and the def2-TZVPD basis

Geometry as XYZ:
```
14
Properties=species:S:1:pos:R:3
C 0.31 0.28 -0.29
C -1.02 0.24 0.56
C 1.32 -0.71 0.26
H 1.48 1.71 -1.04
H 1.26 1.85 0.52
H 0.09 0.14 -1.36
H -1.55 1.19 0.43
H -0.78 0.21 1.63
H -2.90 -0.39 -0.73
H -0.13 -2.41 -0.56
N 0.72 1.67 -0.35
O 2.30 -0.27 0.79
S -2.22 -1.08 0.21
S 1.13 -2.43 -0.10
```

* Kohn-Sham gap: 10.02 eV
* structure (SMILES): N[C@H](CS)C(=O)S
* relative energy (zero: lowest compared OMol25 entry of this formula, charge and spin): 94.8 kJ/mol
* LUMO level: 0.0216 hartree
* E_HOMO: -9.43 eV


Molecular formula: C7H8S2
Method: DFT, the ωB97M-V functional and the def2-TZVPD basis

Geometry as XYZ:
```
17
Properties=species:S:1:pos:R:3
C 1.79 -2.15 -0.14
C 1.25 -0.79 -0.46
C 0.71 -3.01 0.23
C -0.16 -0.67 -0.14
C -1.01 0.47 0.18
C -0.68 1.75 -0.01
C -1.55 2.90 0.34
S -0.78 -2.24 0.20
S 2.03 -1.85 -1.98
H 2.76 -2.30 0.32
H 1.87 0.09 -0.39
H 0.78 -4.05 0.46
H -1.96 0.20 0.60
H 0.27 2.01 -0.47
H -2.00 3.32 -0.56
H -0.97 3.70 0.81
H -2.35 2.60 1.01
```

* Kohn-Sham gap (alpha / beta): 6.44 / 6.66 eV
* relative energy (zero: lowest compared OMol25 entry of this formula, charge and spin): 296.2 kJ/mol
* LUMO level (alpha / beta): -0.0231 / -0.0142 hartree
* E_HOMO (alpha / beta): -7.07 / -7.05 eV


Molecular formula: C20H64N10O12
Method: DFT, the ωB97M-V functional and the def2-TZVPD basis

Geometry as XYZ:
```
106
Properties=species:S:1:pos:R:3
C 4.27 3.17 0.68
O 5.08 3.38 -0.48
H 4.17 4.13 1.18
H 4.48 2.33 1.35
H 3.26 2.98 0.36
H 4.67 4.01 -1.07
C -2.46 2.51 -1.75
O -3.00 1.63 -0.81
H -3.20 2.82 -2.45
H -1.70 1.97 -2.20
H -2.17 3.39 -1.22
H -2.22 1.23 -0.40
C 0.35 -0.46 6.35
O 0.90 0.81 6.68
H -0.54 -0.44 5.71
H 0.01 -0.93 7.28
H 1.20 -1.00 5.85
H 0.24 1.42 6.90
C -3.57 -0.39 1.93
O -2.24 -0.56 1.68
N -4.17 0.75 1.79
N -4.37 -1.39 2.17
H -3.63 1.51 1.36
H -5.21 0.82 1.56
H -4.02 -2.34 2.29
H -5.31 -1.24 2.43
C -2.72 -4.22 1.48
O -3.06 -5.42 0.82
N -1.74 -3.47 1.09
N -3.33 -3.84 2.53
H -1.27 -3.72 0.23
H -1.48 -2.63 1.57
H -4.11 -4.39 2.92
H -2.93 -3.20 3.24
C 0.22 2.59 -0.25
O -0.32 1.34 0.04
N 0.31 3.61 0.55
N 0.63 2.93 -1.44
H 0.14 3.35 1.56
H 1.14 4.30 0.48
H 0.27 2.32 -2.19
H 0.93 3.94 -1.64
C 3.59 2.31 -3.40
O 4.93 2.37 -3.64
N 3.07 2.45 -2.27
N 2.73 2.32 -4.37
H 3.80 2.50 -1.53
H 2.03 2.46 -2.04
H 3.16 1.94 -5.26
H 1.77 2.34 -4.32
C 0.31 -4.52 -1.83
O 0.26 -5.85 -1.74
N 0.38 -3.75 -0.83
N 0.23 -3.89 -3.01
H 0.57 -4.21 0.01
H 0.45 -2.72 -0.68
H 0.49 -4.44 -3.89
H 0.22 -2.88 -3.08
C 1.85 -0.71 -2.97
C 1.49 -1.00 -4.44
C 2.77 -1.69 -4.96
O 0.54 -1.79 -4.62
H 1.01 -0.13 -2.54
H 2.82 -0.28 -2.83
H 1.90 -1.64 -2.43
H 1.36 -0.06 -4.94
H 3.63 -1.01 -5.03
H 2.70 -1.94 -6.01
H 2.96 -2.58 -4.41
H -0.16 -1.44 -5.21
C 2.54 -0.11 0.62
C 1.47 -1.16 0.94
C 0.70 -0.93 2.21
O 0.61 -1.19 -0.03
H 3.12 0.12 1.50
H 2.21 0.88 0.26
H 3.20 -0.47 -0.21
H 1.87 -2.13 1.07
H 0.00 -1.72 2.38
H 0.14 -0.04 2.12
H 1.43 -0.81 3.02
H 0.17 -0.38 0.09
C -1.00 2.10 3.57
C 0.29 2.86 3.76
C 1.58 2.10 3.50
O 0.28 3.96 3.13
H -1.10 1.73 2.56
H -1.84 2.75 3.82
H -1.05 1.23 4.19
H 0.29 3.14 4.82
H 1.54 1.24 4.11
H 2.50 2.62 3.71
H 1.50 1.88 2.42
H 0.76 4.69 3.51
C -3.75 -2.38 -1.18
C -3.31 -1.33 -2.17
C -1.85 -0.98 -1.98
O -3.45 -1.60 -3.39
H -3.03 -3.26 -1.24
H -4.72 -2.69 -1.47
H -3.57 -1.99 -0.21
H -3.81 -0.43 -1.95
H -1.76 -0.66 -0.95
H -1.43 -0.17 -2.52
H -1.25 -1.90 -2.11
H -3.56 -0.75 -3.80
```

* Kohn-Sham gap: 7.54 eV
* structure (SMILES): NC(N)=O.NC(N)=O.NC(N)=O.NC(N)=O.NC(N)=O.CC(C)O.CC(C)O.CC(C)O.CC(C)O.CO.CO.CO
* relative energy (zero: lowest compared OMol25 entry of this formula, charge and spin): 213.4 kJ/mol
* LUMO level: -0.0234 hartree
* E_HOMO: -8.18 eV


Molecular formula: C4H13N2OS
Method: DFT, the ωB97M-V functional and the def2-TZVPD basis

Geometry as XYZ:
```
21
Properties=species:S:1:pos:R:3
C 0.23 -0.10 1.34
N -1.18 -0.32 0.99
C -2.03 0.80 1.36
N -1.87 2.03 0.66
C 1.15 -0.58 0.22
C 1.31 0.47 -0.90
S -0.01 0.33 -2.21
H 0.44 0.94 1.60
H 0.46 -0.70 2.23
H -1.18 -0.41 -0.03
H -1.86 0.94 2.43
H -3.07 0.46 1.30
H -2.12 1.95 -0.32
H -0.93 2.39 0.69
H 0.73 -1.49 -0.20
H 2.11 -0.82 0.66
H 1.25 1.47 -0.46
H 2.24 0.38 -1.44
H 1.57 -2.15 -2.00
H 0.96 -2.82 -3.17
O 1.82 -2.75 -2.73
```

* Kohn-Sham gap: 6.84 eV
* total charge: -1
* relative energy (zero: lowest compared OMol25 entry of this formula, charge and spin): 10.4 kJ/mol
* LUMO level: 0.1454 hartree
* E_HOMO: -2.89 eV


Molecular formula: C6H16N2O
Method: DFT, the ωB97M-V functional and the def2-TZVPD basis

Geometry as XYZ:
```
25
Properties=species:S:1:pos:R:3
C -1.00 -0.07 -0.92
C -1.52 1.18 -0.27
C -1.63 -0.54 -2.21
C -1.54 1.38 1.22
N -0.19 1.15 -0.91
N -0.46 -1.14 -0.14
H -0.18 1.61 -1.82
H -2.31 1.70 -0.80
H -0.01 -0.88 0.76
H -1.13 -1.87 0.05
H -2.01 0.30 -2.79
H -0.89 -1.08 -2.81
H -2.46 -1.22 -2.01
H -2.49 1.04 1.64
H -1.42 2.44 1.47
H -0.73 0.83 1.70
C 1.98 -1.32 -0.26
C 2.30 0.15 1.93
O 1.56 -0.95 1.50
H 2.33 0.17 3.02
H 3.34 0.09 1.57
H 1.62 -2.05 -0.96
H 2.01 -0.30 -0.64
H 2.93 -1.69 0.12
H 1.88 1.10 1.56
```

* Kohn-Sham gap: 9.18 eV
* relative energy (zero: lowest compared OMol25 entry of this formula, charge and spin): 445.9 kJ/mol
* LUMO level: 0.0336 hartree
* E_HOMO: -8.27 eV


Molecular formula: C4H7NO
Method: DFT, the ωB97M-V functional and the def2-TZVPD basis

Geometry as XYZ:
```
13
Properties=species:S:1:pos:R:3
C -1.76 -0.43 0.49
C -0.28 -0.56 0.19
C 0.18 0.31 -0.92
N 0.58 0.59 0.49
C 1.99 0.59 0.34
O 2.73 -0.31 0.05
H -2.08 -0.83 1.45
H -2.29 -0.97 -0.30
H -2.05 0.62 0.42
H 0.16 -1.55 0.26
H 0.92 -0.16 -1.55
H -0.45 1.07 -1.36
H 2.33 1.64 0.44
```

* Kohn-Sham gap: 11.15 eV
* structure (SMILES): C[C@H]1CN1C=O
* relative energy (zero: lowest compared OMol25 entry of this formula, charge and spin): 222.1 kJ/mol
* LUMO level: 0.0404 hartree
* E_HOMO: -10.05 eV


Molecular formula: C4H8ClN
Method: DFT, the ωB97M-V functional and the def2-TZVPD basis

Geometry as XYZ:
```
14
Properties=species:S:1:pos:R:3
C -1.45 -0.65 -0.42
C -0.33 -0.22 0.49
C 1.14 -0.76 0.21
C 0.24 1.18 0.07
H -1.20 -0.37 -1.49
H -1.75 -1.69 -0.28
H -0.59 -0.30 1.59
H 1.26 -1.49 -0.53
H 1.69 -1.06 1.11
H 2.26 0.86 -0.84
H 0.38 1.88 0.90
H -0.29 1.74 -0.73
N 1.51 0.57 -0.18
Cl -2.89 0.30 0.11
```

* Kohn-Sham gap: 9.36 eV
* structure (SMILES): ClCC1CNC1
* relative energy (zero: lowest compared OMol25 entry of this formula, charge and spin): 87.6 kJ/mol
* LUMO level: 0.0397 hartree
* E_HOMO: -8.28 eV